i | Below is 2 unconnected molecules or ions with the total composition C2H2OS2, with properties calculated with ωB97M-V with the def2-TZVPD basis set.

Last column: natural (NBO) charge in e.
CARTESIAN COORDINATES (ANGSTROEM)
C (0.77, -0.79, -0.53)  0.16
C (1.21, -1.46, 0.63)  -0.07
O (1.31, 0.00, -1.25)  -0.54
S (1.35, -2.40, 1.86)  0.40
S (-0.68, 0.50, 1.05)  -0.28
H (-0.25, -1.28, -0.90)  0.20
H (-1.93, 0.30, 0.43)  0.13

Values from the calculation:
Frontier orbital gap (spin up / spin down) = 0.2716 / 0.2429 hartree
Molecular weight = 106.2 g mol⁻¹
E_HOMO (spin up / spin down) = -9.281 / -8.721 eV

ii | Below is 2 unconnected molecules or ions with the total composition C2H2OS2, with properties calculated with ωB97M-V with the def2-TZVPD basis set.

Last column: natural (NBO) charge in e.
CARTESIAN COORDINATES (ANGSTROEM)
C (1.36, 1.00, -0.01)  0.55
C (1.66, -0.19, -0.32)  -0.46
O (0.94, 2.10, 0.01)  -0.40
S (2.13, -1.68, -0.26)  0.31
S (-2.49, 0.08, 0.37)  -0.28
H (-1.11, -0.14, 0.25)  0.14
H (-2.49, -1.18, -0.04)  0.14

Values from the calculation:
Frontier orbital gap (spin up / spin down) = 0.2432 / 0.2418 hartree
Molecular weight = 106.2 g mol⁻¹
Structure (SMILES) = O=C=C=S.S
E_HOMO (spin up / spin down) = -8.920 / -8.887 eV

Stability check: which of them is most stable? ii.

i | Below is C3HCl3O in the gas phase, with properties calculated with ωB97M-V with the def2-TZVPD basis set.

Last column: natural (NBO) charge in e.
CARTESIAN COORDINATES (ANGSTROEM)
C (1.17, 0.68, 0.14)  0.58
C (0.05, -0.34, 0.02)  -0.38
C (-1.27, -0.24, -0.03)  -0.04
O (1.03, 1.82, 0.45)  -0.46
Cl (2.82, 0.01, -0.44)  -0.13
Cl (-2.20, -1.70, 0.21)  0.07
Cl (-2.00, 1.14, -0.66)  0.11
H (0.39, -1.38, 0.31)  0.25

Values from the calculation:
Frontier orbital gap = 0.3583 hartree
Molecular weight = 159.4 g mol⁻¹
Structure (SMILES) = O=C(Cl)C=C(Cl)Cl
E_HOMO = -10.458 eV

ii | Below is a molecular structure, C3HCl3O, with properties calculated with ωB97M-V with the def2-TZVPD basis set.

Last column: natural (NBO) charge in e.
CARTESIAN COORDINATES (ANGSTROEM)
C (0.29, -0.57, -0.39)  -0.21
C (0.99, 0.51, -0.01)  0.26
C (-0.93, 0.16, 0.03)  0.08
O (-0.08, 1.26, 0.34)  -0.46
Cl (0.46, -2.26, -0.51)  0.06
Cl (2.57, 1.13, -0.23)  0.08
Cl (-1.68, -0.68, 1.38)  -0.02
H (-1.62, 0.47, -0.61)  0.20

Values from the calculation:
Frontier orbital gap = 0.3572 hartree
Molecular weight = 159.4 g mol⁻¹
E_HOMO = -9.201 eV

iii | Below is C3HCl3O in the gas phase, with properties calculated with ωB97M-V with the def2-TZVPD basis set.

Last column: natural (NBO) charge in e.
CARTESIAN COORDINATES (ANGSTROEM)
C (-0.72, -0.93, -0.48)  0.56
C (0.23, 1.04, 0.62)  -0.21
C (0.23, 0.11, -0.29)  -0.18
O (-1.38, -1.24, -1.41)  -0.44
Cl (1.35, 2.26, 0.64)  0.09
Cl (1.41, -0.19, -1.55)  0.06
Cl (-0.74, -2.00, 1.01)  -0.13
H (-0.38, 0.94, 1.47)  0.25

Values from the calculation:
Frontier orbital gap = 0.3652 hartree
Molecular weight = 159.4 g mol⁻¹
Structure (SMILES) = O=C(Cl)/C(Cl)=C/Cl
E_HOMO = -10.200 eV

Stability check: which of them is most stable? i.

i | Below is a gas-phase ion, C4H11NP (charge +1), with properties calculated with ωB97M-V with the def2-TZVPD basis set.

Last column: natural (NBO) charge in e.
CARTESIAN COORDINATES (ANGSTROEM)
C (0.96, 0.82, 0.70)  -0.50
C (1.92, -0.05, -0.18)  -0.21
C (-0.04, -0.13, 1.26)  -0.41
C (-2.35, 0.51, -0.75)  -0.96
N (1.13, -1.17, -0.68)  -0.84
P (-1.56, -0.32, 0.64)  1.02
H (1.55, 1.26, 1.53)  0.27
H (0.50, 1.60, 0.11)  0.23
H (2.28, 0.51, -1.01)  0.20
H (2.84, -0.41, 0.45)  0.21
H (0.04, -0.87, 2.17)  0.30
H (-3.31, 0.93, -0.32)  0.29
H (-2.61, -0.25, -1.49)  0.29
H (-1.73, 1.35, -1.25)  0.30
H (0.81, -0.76, -1.58)  0.35
H (1.93, -1.76, -0.97)  0.38
H (-2.35, -1.26, 1.38)  0.09

Values from the calculation:
Total charge = +1
Frontier orbital gap = 0.3334 hartree
Molecular weight = 104.1 g mol⁻¹
E_HOMO = -13.729 eV

ii | Below is 2 unconnected molecules or ions with the total composition C4H11NP, with properties calculated with ωB97M-V with the def2-TZVPD basis set.

Last column: natural (NBO) charge in e.
CARTESIAN COORDINATES (ANGSTROEM)
C (-1.67, -0.18, 0.51)  -0.40
C (-0.82, 0.74, -0.28)  -0.50
C (-0.46, -1.10, 0.66)  -0.49
C (0.39, -0.07, 0.01)  0.09
N (1.41, 0.58, 0.92)  -0.72
P (1.69, -0.52, -2.08)  0.19
H (-2.01, 0.07, 1.52)  0.23
H (-2.53, -0.63, -0.06)  0.24
H (-1.15, 1.00, -1.33)  0.27
H (-0.69, 1.76, 0.06)  0.22
H (-0.19, -1.47, 1.71)  0.23
H (-0.83, -1.97, 0.17)  0.27
H (1.11, 1.00, 1.75)  0.42
H (1.69, 1.42, 0.27)  0.46
H (2.29, 0.11, 1.21)  0.46
H (0.52, -0.82, -2.77)  -0.01
H (2.20, -1.94, -2.30)  0.04

Values from the calculation:
Total charge = +1
Frontier orbital gap = 0.3147 hartree
Molecular weight = 104.1 g mol⁻¹
E_HOMO = -12.905 eV

iii | Below is a gas-phase ion, C4H11NP (charge +1), with properties calculated with ωB97M-V with the def2-TZVPD basis set.

Last column: natural (NBO) charge in e.
CARTESIAN COORDINATES (ANGSTROEM)
C (0.05, -0.24, -1.53)  -0.53
C (-1.10, -0.97, -0.93)  -0.17
C (0.02, 1.11, -0.86)  -0.20
C (-0.53, -0.11, 1.22)  -0.44
N (0.45, 0.80, 0.59)  -0.55
P (0.20, -1.49, 2.25)  0.38
H (0.98, -0.91, -1.50)  0.25
H (-0.19, -0.24, -2.58)  0.29
H (-2.09, -0.68, -0.91)  0.21
H (-1.17, -2.00, -0.84)  0.21
H (0.70, 1.75, -1.48)  0.25
H (-0.87, 1.54, -0.70)  0.21
H (-1.49, 0.48, 1.46)  0.26
H (1.29, 0.24, 0.30)  0.45
H (0.50, 1.69, 0.97)  0.44
H (0.50, -0.84, 3.43)  -0.01
H (1.49, -1.45, 1.77)  -0.04

Values from the calculation:
Total charge = +1
Frontier orbital gap (spin up / spin down) = 0.3313 / 0.3313 hartree
Molecular weight = 104.1 g mol⁻¹
E_HOMO (spin up / spin down) = -12.989 / -12.988 eV

iv | Below is 2 unconnected molecules or ions with the total composition C4H11NP, with properties calculated with ωB97M-V with the def2-TZVPD basis set.

Last column: natural (NBO) charge in e.
CARTESIAN COORDINATES (ANGSTROEM)
C (1.95, -0.35, 0.35)  -0.42
C (1.33, 1.00, 0.00)  -0.47
C (0.98, -1.48, -0.12)  -0.70
C (-0.07, 0.87, -0.62)  -0.47
N (-2.75, 0.31, 0.34)  -1.07
P (-0.63, -0.67, -0.46)  1.04
H (2.82, -0.54, -0.31)  0.26
H (2.17, -0.27, 1.50)  0.25
H (1.45, 1.87, 0.76)  0.27
H (1.86, 1.51, -0.87)  0.25
H (1.28, -2.15, -0.95)  0.27
H (0.77, -2.03, 0.80)  0.26
H (-0.65, 1.78, -0.98)  0.28
H (-2.16, 0.82, 1.02)  0.39
H (-3.49, -0.17, 0.83)  0.40
H (-3.34, 0.96, -0.13)  0.39
H (-1.53, -1.47, -1.15)  0.08

Values from the calculation:
Total charge = +1
Frontier orbital gap = 0.3108 hartree
Molecular weight = 104.1 g mol⁻¹
E_HOMO = -13.478 eV

Stability check: which of them is most stable? i.